A 4-piece molecular cluster, C5H20N2O3S overall in a non-equilibrium geometry. Source: OMol25; level of theory: ωB97M-V with the def2-TZVPD basis set.

Geometry (Å):
C -1.378 0.339 -3.042
C -1.081 -1.162 -2.779
N -1.483 -1.429 -1.404
C -0.578 -1.033 -0.342
C -1.525 -0.697 0.843
N -0.798 -0.258 2.029
C 0.326 -2.234 0.162
S 2.081 -1.626 0.303
H -0.854 0.861 -3.855
H -0.955 0.939 -2.240
H -2.441 0.481 -3.172
H -0.022 -1.463 -2.970
H -1.672 -1.669 -3.529
H -1.867 -2.366 -1.411
H 0.034 -0.155 -0.554
H -2.177 0.140 0.560
H -2.145 -1.603 0.996
H 0.172 -0.533 2.136
H -1.291 -0.498 2.880
H -0.219 -2.675 1.001
H 0.341 -2.984 -0.615
H 2.468 -0.994 -0.844
O -1.156 2.495 2.864
H -1.876 2.008 2.437
H -0.532 1.757 2.726
O 0.640 4.049 0.772
H 0.133 3.612 1.486
H 0.517 3.282 0.192
O 2.198 1.536 -0.240
H 2.565 2.167 -0.877
H 2.616 1.794 0.597

Results
E_HOMO ... -8.7 eV
Frontier orbital gap ... 9.115 eV
Energy relative to the best compared isomer or geometry (same formula, charge and spin) ... 89.6 kJ/mol
SMILES ... CCN[C@@H](CN)CS.O.O.O

Results of the Löwdin charge analysis, in e, for atoms 1 through 5: C -0.091; C -0.264; N -0.074; C -0.411; C -0.242